[1]
Here is an isolated ion of composition C4H10N2 and charge +1 in a non-equilibrium geometry from the Open Molecules 2025 dataset. Energies are from ωB97M-V/def2-TZVPD.

```
16
Properties=species:S:1:pos:R:3:forces:R:3:nbo_charge:R:1
C 2.1782 -0.6989 -0.9399 -0.1 0.0 0.7 -0.620
C 1.1845 0.4471 -0.7534 -0.6 0.3 -0.2 -0.374
C -0.2452 -0.1231 -0.5186 0.0 0.0 -0.4 -0.287
N -2.2730 -0.1557 1.5972 0.3 0.8 0.0 -0.708
C -1.7895 0.9566 1.0462 -0.6 0.7 -0.3 0.326
N -1.1385 0.9138 -0.0748 0.8 -0.9 0.3 -0.042
H 2.6134 -0.9035 0.0414 0.3 -0.2 -0.3 0.225
H 1.7017 -1.6224 -1.2741 -0.1 0.1 -0.1 0.217
H 2.9500 -0.4560 -1.6662 0.1 0.1 0.2 0.246
H 1.3143 1.0683 0.1345 0.8 -0.1 0.0 0.208
H 1.2273 1.1281 -1.6030 -0.4 -0.1 0.0 0.235
H -0.1423 -0.9095 0.2310 0.0 0.1 0.2 0.201
H -0.6749 -0.5826 -1.4069 0.1 0.2 -0.3 0.257
H -3.2053 -0.0849 1.9792 0.3 -0.4 0.7 0.446
H -1.6188 -0.9068 1.7717 -0.7 -0.6 -0.4 0.437
H -2.0819 1.9296 1.4358 -0.2 0.0 -0.2 0.234
```
Positions in Å, forces in eV/Å.

The LUMO energy (alpha / beta) is -0.1661 / -0.2841 Eh. As for the total charge: +1. Its energy relative to the best compared isomer or geometry (same formula, charge and spin) is 46.78 kcal/mol. Its HOMO-LUMO gap (alpha / beta) is 11.086 / 7.944 eV. The calculation puts the strongest force on any atom at 1.23 eV/A. As for the spin multiplicity: 2.


[2]
Here is one molecule with the formula C4H10N2O in a non-equilibrium geometry from the Open Molecules 2025 dataset. Energies are from ωB97M-V/def2-TZVPD.

```
17
Properties=species:S:1:pos:R:3:forces:R:3:nbo_charge:R:1
C -0.7995 -0.2418 0.9348 0.6 0.6 -0.2 -0.252
C 0.8872 -1.2325 -0.7673 0.2 0.1 0.2 -0.660
N -1.4698 0.9656 0.4283 -1.0 -0.1 2.3 -0.463
C 0.5804 -0.2517 0.3349 0.2 0.4 -0.2 -0.146
N -2.0577 0.8382 -0.8407 -0.4 0.2 0.3 -0.667
C 1.3967 0.7646 0.6483 0.2 -1.4 0.2 0.174
O 2.6318 0.9702 0.1110 0.1 0.1 -0.2 -0.678
H 2.7807 0.3499 -0.6129 0.0 0.0 0.1 0.475
H -2.1144 1.2695 1.2141 0.3 -0.3 -2.0 0.343
H -2.5453 -0.0554 -0.9649 0.4 0.3 -0.1 0.325
H -1.3356 1.0014 -1.5363 -0.3 -0.3 0.1 0.354
H -0.7309 -0.1394 2.0217 -0.1 0.0 0.0 0.202
H -1.3304 -1.1805 0.7043 0.0 0.2 0.0 0.167
H 1.2239 1.4214 1.4879 -0.2 0.3 -0.2 0.183
H 1.1262 -0.7291 -1.7074 0.1 0.0 -0.1 0.206
H 1.7255 -1.8760 -0.4921 0.1 -0.1 -0.1 0.216
H 0.0314 -1.8744 -0.9637 0.0 0.0 0.0 0.221
```
Positions in Å, forces in eV/Å.

The LUMO energy is 0.0293 Eh. Its SMILES is C/C(=C\O)CNN. Its energy relative to the best compared isomer or geometry (same formula, charge and spin) is 72.63 kcal/mol. Its HOMO-LUMO gap is 9.004 eV. The calculation puts the strongest force on any atom at 2.54 eV/A.